DFT (ωB97M-V/def2-TZVPD) results for C62H55N4O3PdSe2Te2 as an isolated structure.

Energy above the lowest of the compared OMol25 structures with the same formula, charge and spin = 2.298 eV
⟨S²⟩ = 3.774
F_max = 1.81 eV/Å
Charge = 0
HOMO-LUMO gap (spin up / spin down) = 0.258 / 0.214 hartree
2S+1 = 4

Last column: Löwdin charge in e.
Geometry (Å):
Pd (0.014413, 0.180337, -0.162834)  0.610
C (7.106028, -1.272108, -0.600290)  -0.051
C (5.729637, -0.674425, -0.720229)  -0.264
C (5.536131, 0.692966, -0.863004)  0.025
C (4.283993, 1.274400, -1.031308)  -0.058
C (4.325820, 2.767811, -0.882222)  -0.296
O (5.056093, 3.205406, -0.006766)  0.068
C (3.625240, 3.726690, -1.777899)  -0.149
C (3.884140, 5.087382, -1.582169)  -0.019
C (3.367170, 6.035247, -2.444136)  -0.078
C (2.578658, 5.633494, -3.516051)  -0.080
C (2.280809, 4.291202, -3.687750)  -0.067
C (2.807702, 3.337909, -2.830115)  -0.033
C (3.120342, 0.452819, -1.118754)  -0.316
O (1.952006, 0.943394, -1.387632)  -0.287
C (3.314238, -0.948682, -0.853241)  -0.085
C (4.599914, -1.465144, -0.656947)  0.020
C (2.201208, -1.875282, -0.780971)  -0.198
N (1.046247, -1.568658, -1.285608)  0.036
C (-0.157172, -2.367695, -1.059001)  -0.371
C (-0.852099, -1.147649, -3.292481)  -0.278
Te (0.872060, -2.012147, -4.267277)  1.712
C (2.222234, -0.376033, -4.821482)  -0.481
C (1.834521, 0.632751, -5.699258)  -0.149
C (2.789727, 1.376380, -6.378233)  -0.100
C (4.140235, 1.153934, -6.157377)  -0.089
C (4.536359, 0.161436, -5.272750)  -0.084
C (3.580785, -0.615756, -4.636255)  -0.167
C (2.401646, -3.234098, -0.194752)  -0.203
C (2.205430, -3.450010, 1.164793)  -0.022
C (2.236430, -4.739242, 1.675819)  -0.068
C (2.478259, -5.815899, 0.835983)  -0.082
C (2.692414, -5.600493, -0.518400)  -0.066
C (2.651233, -4.315692, -1.035092)  -0.028
H (7.860900, -0.495235, -0.489918)  0.074
H (7.345455, -1.860095, -1.488900)  0.078
H (7.167115, -1.942416, 0.258202)  0.077
H (6.392884, 1.354575, -0.820056)  0.125
H (4.507571, 5.377224, -0.747548)  0.115
H (3.585652, 7.083597, -2.287925)  0.101
H (2.209648, 6.368902, -4.219860)  0.102
H (1.637410, 3.983106, -4.501970)  0.101
H (2.581153, 2.293364, -2.970113)  0.097
H (4.713204, -2.527589, -0.475078)  0.123
H (-0.413515, -2.159013, 0.920433)  0.029
H (0.056686, -3.424984, -0.862779)  0.144
H (-0.677231, -0.209813, -2.763727)  0.046
H (-1.677698, -1.069316, -3.998903)  0.069
H (0.781263, 0.831603, -5.868665)  0.096
H (2.480242, 2.135628, -7.085501)  0.102
H (4.882929, 1.748438, -6.673585)  0.102
H (5.588829, -0.021630, -5.095122)  0.104
H (3.893392, -1.426091, -3.987634)  0.085
H (2.006458, -2.604958, 1.816401)  0.108
H (2.049836, -4.901998, 2.729661)  0.103
H (2.495980, -6.821197, 1.235899)  0.102
H (2.869560, -6.436526, -1.182229)  0.106
H (2.793509, -4.146690, -2.096182)  0.116
Se (-1.067747, 3.939383, 0.954392)  0.725
Se (0.506541, 2.549272, -0.192021)  0.799
C (1.783360, 2.429466, 1.260526)  -0.583
C (2.382803, 3.533728, 1.847430)  -0.088
C (3.444324, 3.314298, 2.709041)  -0.053
C (3.861122, 2.017351, 2.951461)  -0.040
C (3.162578, 0.977794, 2.361931)  -0.125
N (2.134317, 1.177906, 1.542439)  0.024
C (-2.540341, 3.343395, -0.123010)  -0.715
C (-3.854335, 3.510616, 0.304618)  -0.108
C (-4.869171, 3.065938, -0.522494)  -0.068
C (-4.546726, 2.505829, -1.751368)  -0.067
C (-3.210828, 2.397621, -2.093257)  -0.148
N (-2.226289, 2.797426, -1.291108)  -0.018
H (2.039628, 4.534236, 1.619718)  0.106
H (3.973286, 4.150170, 3.145613)  0.116
H (4.717661, 1.815216, 3.578915)  0.110
H (3.439106, -0.058501, 2.525732)  0.114
H (-4.054435, 3.964808, 1.265576)  0.109
H (-5.902910, 3.164268, -0.217513)  0.114
H (-5.316783, 2.161013, -2.427699)  0.105
H (-2.902611, 1.972099, -3.041801)  0.111
C (-6.864957, 1.431126, 5.740759)  -0.052
C (-5.885006, 1.178240, 4.628040)  -0.270
C (-6.244206, 0.479042, 3.484230)  -0.021
C (-5.326568, 0.213537, 2.474411)  -0.327
C (-5.791235, -0.524909, 1.246230)  -0.097
C (-3.996432, 0.639210, 2.604375)  -0.348
Te (-2.539136, -0.130513, 1.128110)  1.529
N (-0.818217, -1.751332, 0.079688)  -0.163
C (-1.013569, -2.418989, -2.413353)  -0.624
O (-0.434522, -3.430034, -3.176764)  -0.414
C (-2.446015, -2.761016, -2.060589)  -0.169
C (-3.390699, -1.770639, -1.829876)  -0.090
C (-4.720068, -2.102777, -1.615381)  -0.101
C (-5.110882, -3.432541, -1.591895)  -0.092
C (-4.165052, -4.427934, -1.791233)  -0.077
C (-2.841252, -4.093482, -2.033004)  -0.014
C (-1.449818, -0.958672, 2.755015)  -0.444
C (-0.186297, -0.455426, 3.037791)  -0.176
C (0.626223, -1.057303, 3.986193)  -0.090
C (0.167632, -2.172946, 4.668913)  -0.081
C (-1.105820, -2.657406, 4.414539)  -0.044
C (-1.929259, -2.071832, 3.455379)  -0.291
C (-3.285866, -2.651619, 3.171146)  -0.053
C (-3.636676, 1.388502, 3.732872)  -0.288
C (-2.247649, 1.936398, 3.918716)  -0.077
C (-4.581291, 1.642770, 4.722531)  -0.019
H (-7.858665, 1.066926, 5.484485)  0.072
H (-6.930892, 2.498851, 5.954373)  0.080
H (-6.540091, 0.931129, 6.654708)  0.082
H (-7.262979, 0.122420, 3.374631)  0.112
H (-6.862575, -0.718399, 1.289388)  0.082
H (-5.269273, -1.477125, 1.135593)  0.048
H (-5.575684, 0.064345, 0.353014)  0.052
H (-3.088299, -0.732091, -1.843292)  0.073
H (-5.452168, -1.316781, -1.478095)  0.091
H (-6.149801, -3.687173, -1.423544)  0.100
H (-4.462547, -5.468889, -1.774036)  0.100
H (-2.099175, -4.854916, -2.229686)  0.114
H (0.156946, 0.430016, 2.522934)  0.052
H (1.607557, -0.649760, 4.194502)  0.094
H (0.797387, -2.667967, 5.397605)  0.103
H (-1.471277, -3.516208, 4.965077)  0.110
H (-3.420281, -3.609199, 3.672190)  0.081
H (-3.410967, -2.791405, 2.094890)  0.062
H (-4.069558, -1.970070, 3.509294)  0.078
H (-1.746812, 2.046794, 2.958567)  -0.010
H (-1.652281, 1.266973, 4.542652)  0.084
H (-2.284309, 2.913110, 4.402910)  0.084
H (-4.283289, 2.213188, 5.596682)  0.121

Atoms 1-2, force components in eV/Å:
Pd 1.2 -0.9 -1.1
C -0.1 -0.1 0.0